No. 1
{
  "formula": "C4H6N",
  "method": "ωB97M-V/def2-TZVPD",
  "elements": ["C", "C", "C", "C", "N", "H", "H", "H", "H", "H", "H"],
  "coordinates": [[-2.37897, -0.24107, 0.55239], [0.89248, 0.34736, -0.11573], [1.03110, 1.58311, -0.31276], [0.76539, -1.06945, -0.09495], [-1.45103, 0.39592, 0.31321], [-3.16021, -1.05218, 0.63180], [0.08496, 2.04421, -0.10795], [1.82888, 2.13713, -0.78696], [0.51065, -1.39760, 0.94018], [1.85434, -1.22464, -0.25605], [0.02242, -1.52279, -0.76316]],
  "mulliken_charge": [0.02, 0.59, -0.51, -0.81, -0.37, 0.30, 0.42, 0.32, 0.36, 0.30, 0.36],
  "e_lumo_ev": -5.824,
  "relative_energy_kcal_mol": 57.3,
  "gap_ev": 10.73,
  "total_charge": 1,
  "energy_ev": -5724.3173
}

---

No. 2
{
  "formula": "C4H8NO2S",
  "method": "ωB97M-V/def2-TZVPD",
  "elements": ["C", "N", "C", "C", "S", "C", "O", "O", "H", "H", "H", "H", "H", "H", "H", "H"],
  "coordinates": [[1.72043, 1.85287, -1.37699], [1.67697, 0.71025, -0.48622], [0.37643, 0.34591, 0.12763], [0.59293, -0.95794, 0.83768], [-0.68222, -1.34316, 2.07698], [-0.85015, 0.27434, -0.89004], [-1.02244, 1.30955, -1.55879], [-1.52135, -0.77843, -0.87676], [1.61208, 2.76430, -0.79394], [1.03145, 1.87283, -2.22730], [2.75418, 1.90064, -1.76902], [1.88009, -0.10194, -1.06255], [0.08803, 1.15762, 0.79351], [0.56212, -1.79673, 0.16311], [1.56633, -0.99064, 1.30746], [-1.63868, -1.34711, 1.13504]],
  "mulliken_charge": [-0.90, -0.44, 0.18, -1.02, -0.33, 0.51, -0.71, -0.75, 0.27, 0.31, 0.34, 0.27, 0.25, 0.36, 0.50, 0.17],
  "e_lumo_ev": 3.449,
  "relative_energy_kcal_mol": 11.5,
  "gap_ev": 7.42,
  "smiles": "CN[C@H](CS)C(=O)[O-]",
  "total_charge": -1,
  "energy_ev": -20699.5540
}

---

No. 3
{
  "formula": "C3H5I3Si",
  "method": "ωB97M-V/def2-TZVPD",
  "elements": ["C", "C", "C", "Si", "I", "I", "I", "H", "H", "H", "H", "H"],
  "coordinates": [[1.17825, 0.40587, -0.06017], [0.44265, -0.08109, -3.33240], [-0.24827, 0.53425, 0.35677], [1.36331, -0.43873, -1.70572], [0.62427, -2.91473, -1.76960], [0.50794, 1.87643, -4.04706], [3.75058, -0.24471, -2.22081], [1.82428, 1.25306, 0.15672], [-0.52808, -0.59239, -3.44484], [-0.61311, 1.58139, 0.45674], [-0.53124, -0.03990, 1.33526], [-0.93247, 0.11315, -0.27369]],
  "mulliken_charge": [-0.36, -0.63, -0.95, 0.37, -0.17, 0.08, -0.10, 0.44, 0.43, 0.31, 0.28, 0.31],
  "e_lumo_ev": [-1.494, -1.632],
  "relative_energy_kcal_mol": 91.4,
  "gap_ev": [7.48, 7.71],
  "energy_ev": -35370.2296
}

---

No. 4
{
  "formula": "C46H71N12O11",
  "method": "ωB97M-V/def2-TZVPD",
  "elements": ["C", "C", "C", "N", "C", "C", "C", "C", "C", "C", "H", "H", "H", "H", "H", "H", "H", "H", "H", "H", "H", "H", "H", "H", "H", "H", "H", "H", "H", "H", "C", "O", "N", "N", "H", "H", "H", "H", "C", "O", "N", "N", "H", "H", "H", "H", "C", "O", "N", "N", "H", "H", "H", "H", "C", "C", "C", "C", "C", "C", "O", "O", "H", "H", "H", "H", "H", "H", "C", "C", "C", "C", "C", "C", "O", "O", "H", "H", "H", "H", "H", "H", "C", "C", "C", "C", "C", "C", "O", "O", "H", "H", "H", "H", "H", "H", "C", "C", "C", "C", "C", "C", "O", "O", "H", "H", "H", "H", "H", "H", "C", "C", "N", "H", "H", "H", "C", "C", "N", "H", "H", "H", "C", "C", "N", "H", "H", "H", "C", "C", "N", "H", "H", "H", "C", "C", "N", "H", "H", "H"],
  "coordinates": [[-0.76923, -3.65825, 0.39531], [-1.59651, -2.42866, 0.75804], [-0.76571, -1.10410, 0.74499], [-1.61381, 0.17854, 0.79620], [-2.31457, 0.47361, -0.60309], [-1.26848, 0.73890, -1.78381], [-0.19064, 1.69561, -1.43788], [0.28727, 1.63342, 0.05525], [-0.68321, 1.37511, 1.15228], [-2.66943, 0.02632, 1.94666], [-0.48622, -4.27407, 1.24900], [0.13443, -3.41829, -0.16498], [-1.35870, -4.21204, -0.33540], [-2.15929, -2.70355, 1.65013], [-2.38708, -2.36089, 0.01071], [-0.07999, -0.98066, -0.09325], [-0.34226, -1.17020, 1.74720], [-2.87073, -0.40113, -0.94015], [-3.00998, 1.31288, -0.59140], [-0.69068, -0.16256, -1.98780], [-1.78603, 1.04468, -2.69305], [0.58340, 1.73498, -2.20432], [-0.69846, 2.62818, -1.68392], [1.20494, 1.05812, 0.17776], [0.67476, 2.61251, 0.33692], [-0.30087, 1.41692, 2.17217], [-1.32345, 2.24291, 1.31074], [-3.46729, -0.66849, 1.68442], [-3.30798, 0.90821, 1.99783], [-2.07176, -0.25750, 2.81288], [4.58827, -0.55560, 3.66788], [3.85290, 0.43649, 3.62815], [5.23772, -0.91128, 4.69698], [4.90127, -1.35198, 2.67138], [5.25214, -0.29656, 5.49824], [5.97472, -1.60144, 4.72163], [4.47103, -1.17108, 1.77569], [5.52108, -2.06705, 3.02438], [1.99110, 4.68082, 7.20889], [1.83837, 5.84889, 7.56858], [2.16855, 3.73252, 8.04714], [1.82109, 4.30664, 6.00804], [2.48198, 4.10852, 8.93058], [2.06403, 2.75111, 7.83264], [1.95967, 3.32621, 5.80892], [1.64835, 5.04215, 5.33775], [-0.54346, 8.51080, 3.45885], [-0.56371, 7.32704, 3.40015], [-0.80909, 9.40917, 2.56672], [-0.52939, 9.18857, 4.63938], [-0.37723, 10.30294, 2.75330], [-0.98662, 8.95941, 1.68000], [-0.53304, 10.16853, 4.39495], [-0.32404, 8.89171, 5.58269], [1.42636, -6.44384, 4.77847], [1.52441, -5.14695, 5.22424], [0.44685, -4.58114, 5.86106], [-0.80730, -5.26332, 5.91054], [-0.87814, -6.59805, 5.53864], [0.32988, -7.17097, 5.04567], [0.37661, -8.46552, 4.49468], [0.42695, -3.27778, 6.34626], [2.23487, -6.90083, 4.22722], [2.43922, -4.57375, 5.19342], [-1.69228, -4.75865, 6.26901], [-1.75165, -7.16567, 5.82361], [-0.45435, -8.88285, 4.73332], [-0.20153, -3.19269, 7.06694], [4.00774, 7.68575, -1.40116], [5.16653, 6.96394, -1.56463], [5.39003, 6.11201, -2.60521], [4.44161, 5.94211, -3.65343], [3.19263, 6.50115, -3.45827], [2.94537, 7.41747, -2.35056], [1.72712, 8.01213, -2.38212], [6.52563, 5.34767, -2.67693], [3.98561, 8.41956, -0.60906], [6.00436, 7.18036, -0.91841], [4.63254, 5.39178, -4.56286], [2.45841, 6.11992, -4.15253], [1.15277, 7.51560, -2.96964], [6.47719, 4.84264, -3.49192], [-0.10504, -9.06283, -4.07567], [-0.62274, -9.42169, -2.81832], [0.19806, -9.19197, -1.69142], [1.46037, -8.63529, -1.78650], [1.93374, -8.13770, -3.02152], [1.12707, -8.35604, -4.16325], [1.44416, -7.92356, -5.39518], [-0.42224, -9.56681, -0.56683], [-0.67299, -9.36577, -4.94289], [-1.56660, -9.90679, -2.61780], [1.99286, -8.48712, -0.85865], [2.85862, -7.58010, -3.03050], [2.28247, -7.47605, -5.25895], [0.18149, -9.47422, 0.17379], [5.13129, -2.26937, -5.35191], [5.51162, -0.94664, -5.25721], [6.72144, -0.54851, -5.67104], [7.61359, -1.47827, -6.24512], [7.19202, -2.77855, -6.35061], [5.96952, -3.19713, -5.88336], [5.63755, -4.47415, -5.99314], [7.00868, 0.81337, -5.51762], [4.14256, -2.49473, -4.98038], [4.79648, -0.27498, -4.80573], [8.50609, -0.99722, -6.61718], [8.01829, -3.42423, -6.60903], [6.19725, -4.96531, -6.59901], [7.93708, 0.93784, -5.72780], [-5.82131, 5.33601, 5.08477], [-7.20647, 5.29959, 5.38281], [-8.31417, 5.21472, 5.53782], [-5.33337, 4.39359, 5.33347], [-5.24569, 6.18429, 5.45515], [-5.81531, 5.41581, 3.99771], [-5.79372, -7.29458, 2.61580], [-5.86542, -6.64336, 1.34283], [-5.91134, -6.01406, 0.33254], [-6.08241, -6.53445, 3.34173], [-4.73524, -7.52875, 2.72931], [-6.37962, -8.21360, 2.63074], [-5.40808, 4.84663, -5.21207], [-4.27773, 5.49583, -4.61362], [-3.34925, 6.04723, -4.09263], [-6.00301, 4.33640, -4.45454], [-5.13821, 4.16926, -6.02227], [-6.19571, 5.52434, -5.54139], [-3.17137, 2.42951, -10.20971], [-2.39795, 2.44410, -8.97248], [-1.73860, 2.41248, -8.01795], [-2.94855, 1.44677, -10.62526], [-3.08071, 3.15784, -11.01556], [-4.21237, 2.37215, -9.89170], [-9.94616, 2.07680, 1.04628], [-8.81071, 1.31100, 0.65950], [-7.90657, 0.66833, 0.36954], [-10.68141, 2.27003, 0.26516], [-9.44373, 3.02213, 1.25124], [-10.56412, 1.69066, 1.85691]],
  "mulliken_charge": [-1.35, -0.28, -0.92, 0.17, -0.61, -0.69, -0.77, -0.71, -0.77, -1.06, 0.33, 0.36, 0.34, 0.40, 0.31, 0.46, 0.37, 0.35, 0.53, 0.27, 0.48, 0.39, 0.36, 0.35, 0.48, 0.54, 0.47, 0.39, 0.38, 0.43, 0.72, -0.69, -0.40, -0.38, 0.23, 0.16, 0.22, 0.16, 0.70, -0.70, -0.40, -0.35, 0.23, 0.16, 0.14, 0.22, 0.58, -0.61, -0.41, -0.33, 0.21, 0.23, 0.12, 0.21, -0.38, -0.54, 0.41, -0.53, -0.72, 0.56, -0.51, -0.52, 0.44, 0.48, 0.35, 0.38, 0.28, 0.31, -0.64, -0.36, 0.60, -0.58, -0.51, 0.68, -0.52, -0.52, 0.40, 0.36, 0.31, 0.24, 0.28, 0.26, -0.46, -0.56, 0.68, -0.66, -0.57, 0.67, -0.51, -0.50, 0.38, 0.41, 0.27, 0.32, 0.27, 0.27, -0.41, -0.60, 0.71, -0.69, -0.36, 0.46, -0.50, -0.48, 0.36, 0.37, 0.28, 0.29, 0.30, 0.27, -0.77, 0.33, -0.32, 0.24, 0.29, 0.24, -0.61, 0.31, -0.42, 0.24, 0.20, 0.28, -0.78, 0.38, -0.38, 0.26, 0.23, 0.29, -0.72, 0.30, -0.36, 0.25, 0.30, 0.24, -0.75, 0.30, -0.34, 0.27, 0.24, 0.28],
  "e_lumo_ev": -2.016,
  "relative_energy_kcal_mol": 30.7,
  "gap_ev": 6.90,
  "total_charge": 1,
  "energy_ev": -89244.9819
}